Computed, not measured: a gas-phase ion, C6H10O (charge +1), with ωB97M-V/def2-TZVPD.

Structure (ORCA input):
```
! wB97M-V def2-TZVPD RIJCOSX def2/J DEFGRID3
* xyz 1 2
O 2.923 0.101 -2.789
C 2.356 0.471 -1.809
C 0.947 0.074 -1.472
C 0.318 1.002 -0.397
C -0.116 0.083 0.702
C -1.426 -0.234 0.907
C -1.932 -1.086 2.001
H 2.907 1.144 -1.124
H 0.350 0.108 -2.390
H 0.945 -1.004 -1.264
H 1.021 1.735 -0.005
H -0.521 1.528 -0.845
H 0.747 -0.253 1.267
H -2.186 0.068 0.193
H -1.449 -2.047 2.171
H -3.015 -1.182 1.911
H -1.869 -0.510 2.942
*
```

Lowest unoccupied orbital energy (spin up / spin down): -0.1679 / -0.3235 Eh
E_tot: -309.47453 a.u.
Energy above the lowest of the compared OMol25 structures with the same formula, charge and spin: 185.5 kJ/mol
Frontier orbital gap (spin up / spin down): 9.49 / 4.88 eV
HOMO (spin up / spin down): -14.06 / -13.69 eV

***

Computed, not measured: 2 unconnected molecules or ions with the total composition C5H12NO, with ωB97M-V/def2-TZVPD.

Structure (ORCA input):
```
! wB97M-V def2-TZVPD RIJCOSX def2/J DEFGRID3
* xyz -1 1
C 1.063 0.815 -0.590
N 1.118 0.524 0.805
C -0.109 0.782 1.466
C -1.391 0.010 0.957
C -2.335 0.899 0.235
O -3.234 0.494 -0.474
C 1.061 -0.470 -1.434
H 1.901 1.450 -0.886
H 0.148 1.410 -0.817
H 2.274 -3.902 -0.030
H -0.425 1.851 1.412
H 0.009 0.435 2.483
H -1.894 -0.719 1.570
H -1.312 -0.072 -0.172
H -2.370 1.979 0.429
H 2.273 -3.152 -0.104
H 0.962 -0.244 -2.503
H 0.252 -1.117 -1.118
H 2.010 -0.972 -1.230
*
```

Lowest unoccupied orbital energy: 0.1492 Eh
E_tot: -327.55324 a.u.
Energy above the lowest of the compared OMol25 structures with the same formula, charge and spin: 374.9 kJ/mol
Frontier orbital gap: 5.55 eV
HOMO: -1.49 eV

***

Computed, not measured: C4H10O2 in the gas phase, with ωB97M-V/def2-TZVPD.

Structure (ORCA input):
```
! wB97M-V def2-TZVPD RIJCOSX def2/J DEFGRID3
* xyz 0 1
C -1.862 0.380 -1.508
O -1.271 -0.256 -0.418
C 0.101 -0.515 -0.650
C 0.665 -0.848 0.730
C 1.862 0.344 1.364
O 0.000 0.007 1.692
H -1.343 1.315 -1.776
H -1.841 -0.273 -2.388
H -2.887 0.584 -1.208
H 0.552 0.398 -1.069
H 0.206 -1.320 -1.397
H 0.258 -1.879 0.992
H 1.733 0.849 2.366
H 1.899 1.140 0.615
H 2.713 -0.270 1.364
H -0.785 0.345 1.291
*
```

Structure (SMILES): COC[C@@H](C)O
Lowest unoccupied orbital energy: 0.0365 Eh
E_tot: -308.71289 a.u.
Energy above the lowest of the compared OMol25 structures with the same formula, charge and spin: 486.4 kJ/mol
Frontier orbital gap: 9.31 eV
HOMO: -8.32 eV

***

Computed, not measured: 5 unconnected molecules or ions with the total composition C2H14NO4S, with ωB97M-V/def2-TZVPD.

Structure (ORCA input):
```
! wB97M-V def2-TZVPD RIJCOSX def2/J DEFGRID3
* xyz -1 1
C -1.379 -1.701 0.585
C -1.727 -0.624 1.674
S -1.672 1.009 0.885
N 0.050 -1.717 0.229
H -1.879 -1.323 -0.327
H -1.705 -2.719 0.850
H -0.869 -0.571 2.345
H -2.665 -0.981 2.121
H 0.649 -1.846 1.038
H 0.157 -0.739 -0.070
H -1.264 2.509 -1.512
H -0.343 1.670 -2.430
O -0.365 2.403 -1.814
H 2.072 0.934 -2.088
H 2.479 2.165 -1.271
O 2.580 1.206 -1.311
H 2.740 0.987 1.249
H 2.064 0.074 2.224
O 2.587 0.863 2.214
H 0.702 -1.828 -2.672
H -0.127 -2.569 -1.736
O 0.497 -2.757 -2.455
*
```

Lowest unoccupied orbital energy: 0.1085 Eh
E_tot: -838.51513 a.u.
Energy above the lowest of the compared OMol25 structures with the same formula, charge and spin: 139.2 kJ/mol
Frontier orbital gap: 5.80 eV
HOMO: -2.85 eV